C4H4BrFO2 | wB97M-V/def2-TZVPD

Last column: Mulliken charge in e.
Geometry (Å):
C1 0.70260 -0.34739 -1.21893  0.35
C2 -0.57839 0.16084 0.79750  -0.87
C3 0.93619 0.12816 0.99166  -0.33
C4 -0.68539 0.09099 -0.73627  0.78
O1 1.00265 -0.79291 -2.32516  -0.55
O2 1.53495 -0.28471 -0.19999  -0.33
F1 -1.02348 1.29310 -1.30284  -0.25
Br1 -2.13313 -1.12268 -1.34863  -0.14
H1 -0.97009 -0.63425 1.35625  0.35
H2 -1.09404 1.04230 1.10564  0.35
H3 1.32650 1.11895 1.22353  0.32
H4 0.98165 -0.65240 1.65725  0.32

Molecular weight (g mol⁻¹): 183.0
Lowest unoccupied orbital energy (eV): 0.27
SMILES: O=C1OCC[C@]1(F)Br
Energy relative to the best compared isomer or geometry (same formula, charge and spin) (kJ/mol): 0.0
Strongest force on any atom (Eh/bohr): 0.073